This record from the OMol25 dataset describes a molecular structure, C21H25CuN3O11. The level of theory is ωB97M-V/def2-TZVPD.

XYZ file:
```
61
Properties=species:S:1:pos:R:3:lowdin_spin:R:1
Cu 0.35915 -0.45508 0.53958 0.0008
C 5.16154 -4.70888 0.72830 -0.0001
C 5.96714 -5.42586 1.76857 0.0000
C 5.45720 -5.33355 3.18725 0.0000
O 5.90233 -6.14008 3.95832 0.0000
C 4.50248 -4.25629 3.48835 0.0000
C 3.90509 -3.49196 2.55513 -0.0001
C 4.19313 -3.80737 1.07725 -0.0001
O 3.54715 -3.24796 0.06638 -0.0004
O 3.02565 -2.57005 2.87568 -0.0003
O 6.96033 -6.17773 1.57515 0.0000
H 5.39682 -4.80414 -0.32145 0.0000
H 4.21769 -4.16608 4.52621 0.0000
C -4.19499 -1.13640 -4.45720 0.1473
C -4.88150 -1.21749 -5.67238 0.0090
C -4.02193 -1.36944 -6.99773 0.0253
O -4.63016 -1.71340 -8.01604 0.0811
C -2.57124 -1.00483 -6.84231 0.3685
C -2.01962 -0.77242 -5.61405 0.0235
C -2.88033 -0.79399 -4.40437 -0.0003
O -2.42892 -0.60692 -3.16787 0.0640
O -0.74085 -0.70950 -5.60412 0.2386
O -6.11357 -1.40115 -5.75989 0.0215
H -4.71673 -1.17426 -3.51234 0.0061
H -1.98881 -0.91012 -7.74685 0.0156
C -2.19871 -4.70480 2.33178 0.0000
O -1.84191 -3.70131 1.71527 0.0000
N -3.06185 -4.64225 3.38415 0.0000
C -3.53792 -3.32432 3.87549 0.0000
C -3.47468 -5.79124 4.24085 0.0000
H -1.93782 -5.75111 2.10959 0.0000
H -2.79342 -3.18032 4.65848 0.0000
H -4.55660 -3.49616 4.22318 0.0000
H -3.55909 -2.42435 3.26092 0.0000
H -4.49600 -6.11066 4.03355 0.0000
H -2.78653 -6.51403 3.80255 0.0000
H -3.25514 -5.92950 5.29952 0.0000
C -1.95106 3.72636 2.65695 0.0000
O -1.64429 2.60659 2.17286 0.0000
N -1.80077 4.89681 2.03743 0.0000
C -2.21543 6.27587 2.48379 0.0000
C -1.39314 5.00081 0.63966 0.0000
H -2.31825 3.80333 3.69206 0.0000
H -2.47736 6.47567 3.52281 0.0000
H -3.10942 6.51236 1.90675 0.0000
H -1.58784 7.04361 2.03122 0.0000
H -0.39096 5.42903 0.62123 0.0000
H -1.37327 4.03736 0.13027 0.0000
H -1.97936 5.77248 0.14067 0.0000
C 2.93723 3.69277 -1.98563 0.0000
O 2.69142 3.06985 -1.00680 0.0000
N 3.55761 4.91776 -1.95787 0.0000
C 3.93654 5.50348 -0.70231 0.0000
C 3.55652 5.73877 -3.17610 0.0000
H 2.69962 3.43003 -3.02809 0.0000
H 4.18910 4.69828 -0.01240 0.0000
H 3.25480 6.18300 -0.19087 0.0000
H 4.89766 6.00475 -0.81666 0.0000
H 4.51586 6.01913 -3.61104 0.0000
H 2.85863 5.43337 -3.95572 0.0000
H 3.23881 6.69354 -2.75708 0.0000
```

Computed properties:
HOMO-LUMO gap (spin up / spin down): 2.60 / 2.60 eV
net charge: -2
2S+1: 2
energy: -3447.3049 Ha
HOMO (spin up / spin down): -0.9 / -0.9 eV